Formula: C3H4N2O2
Source: OMol25
Level of theory: the ωB97M-V functional and the def2-TZVPD basis

Electronic energy (eV): -10245.4753
2S+1: 1
Lowest unoccupied orbital energy (eV): 0.33
Total charge: 0
Max |F| (hartree/bohr): 0.030
Energy above the lowest of the compared OMol25 structures with the same formula, charge and spin (eV): 6.790

Cartesian coordinates (Å):
C 0.45317 0.39995 0.51656
C -1.83035 0.15101 0.37610
C 0.56246 0.07265 -0.98616
N 0.71094 -0.89471 1.12556
N 0.79445 -1.76541 0.28870
O -0.86340 0.81419 0.92454
O 0.75323 -1.34294 -0.98020
H 1.14118 1.16192 0.88945
H -2.76073 0.56133 0.81353
H -0.37762 0.29128 -1.50039
H 1.41666 0.55073 -1.46769


Formula: C3H4N2O2
Source: OMol25
Level of theory: the ωB97M-V functional and the def2-TZVPD basis

Electronic energy (eV): -10247.1673
2S+1: 1
Lowest unoccupied orbital energy (spin up / spin down) (eV): 0.14 / 0.14
Total charge: 0
Max |F| (hartree/bohr): 0.064
SMILES: N#CN/C(O)=C/O
Energy above the lowest of the compared OMol25 structures with the same formula, charge and spin (eV): 5.098

Cartesian coordinates (Å):
C 0.33633 -0.35468 0.68763
C -0.76493 0.01344 -0.11912
O 0.55704 -1.71087 0.91402
O -1.72761 -0.77208 -0.60945
N -0.47999 1.17833 -0.69819
C 0.97085 1.33528 -0.43903
N 1.92002 2.01744 -0.55731
H 1.48991 -1.90253 0.73827
H -1.70449 -1.60212 -0.10146
H 0.45626 0.20673 1.61264
H -1.05339 1.59105 -1.42799


Formula: C3H4N2O2S
Source: OMol25
Level of theory: the ωB97M-V functional and the def2-TZVPD basis

Electronic energy (eV): -21083.9766
2S+1: 1
Lowest unoccupied orbital energy (eV): -0.77
Total charge: 0
Max |F| (hartree/bohr): 0.112
Energy above the lowest of the compared OMol25 structures with the same formula, charge and spin (eV): 2.855

Cartesian coordinates (Å):
C 0.20250 0.89030 -0.02265
C -1.68660 -0.48947 0.04125
C 0.60042 -0.40888 0.03949
H 1.89671 1.59609 -0.98530
H -1.70219 1.69903 -0.01986
H -0.55044 -2.16776 -0.33829
H 2.56795 -0.93182 1.34935
N -1.15847 0.87293 0.15305
N -0.58873 -1.23808 0.11390
O 0.97863 1.96001 -0.02206
O -2.87132 -0.80407 -0.19455
S 2.31154 -0.97828 -0.11431


Formula: C3H4N2O2S
Source: OMol25
Level of theory: the ωB97M-V functional and the def2-TZVPD basis

Electronic energy (eV): -21082.1259
2S+1: 1
Lowest unoccupied orbital energy (eV): 0.09
Total charge: 0
Max |F| (hartree/bohr): 0.158
SMILES: O=CO/N=C/NC=S
Energy above the lowest of the compared OMol25 structures with the same formula, charge and spin (eV): 4.706

Cartesian coordinates (Å):
C 2.60613 0.13511 -0.12322
C 0.22579 0.09465 -0.08151
C -3.02352 -0.01201 0.28867
H 2.25155 1.23207 -0.18552
H 1.60912 -1.55455 -0.17429
H 0.23474 1.21136 -0.34606
H -3.68196 1.05049 0.73164
N 1.43664 -0.59450 -0.01232
N -0.78091 -0.52481 -0.01772
O -1.69341 0.50087 -0.11476
O -3.31953 -1.13749 -0.07713
S 4.13537 -0.40117 0.11224


Formula: C3H4N2O2S
Source: OMol25
Level of theory: the ωB97M-V functional and the def2-TZVPD basis

Electronic energy (eV): -21082.4653
2S+1: 1
Lowest unoccupied orbital energy (eV): 0.30
Total charge: 0
Max |F| (hartree/bohr): 0.083
SMILES: O=C[C@@H]1ON=CNS1
Energy above the lowest of the compared OMol25 structures with the same formula, charge and spin (eV): 4.367

Cartesian coordinates (Å):
C -1.36840 -0.76490 -0.00729
C -0.57133 -0.02152 -1.14090
C 1.39398 0.08520 0.75981
H -1.11876 -1.92275 0.24587
H -1.00710 0.07712 -2.09036
H 0.18435 1.29652 1.60973
H 1.92679 -0.17259 1.67210
N 0.68693 1.21228 0.67563
N 1.57957 -0.77555 -0.21889
O -2.19358 -0.10971 0.59597
O 0.70835 -0.56070 -1.39425
S -0.22081 1.65659 -0.70743


Formula: C3H4N2O3
Source: OMol25
Level of theory: the ωB97M-V functional and the def2-TZVPD basis

Electronic energy (eV): -12289.9807
2S+1: 1
Lowest unoccupied orbital energy (eV): -0.25
Total charge: 0
Max |F| (hartree/bohr): 0.157
SMILES: O/N=c1/ccn(O)o1
Energy above the lowest of the compared OMol25 structures with the same formula, charge and spin (eV): 9.015

Cartesian coordinates (Å):
C -0.85924 -0.20824 0.04646
C -0.36567 -1.18623 0.81069
C 0.88360 -1.39167 0.53751
H -2.49594 1.91420 -0.85315
H -1.12160 -1.98602 0.84007
H 1.43760 -2.27062 0.89409
H 3.00066 1.11951 0.44420
N -2.02196 0.47954 0.11493
N 1.47670 -0.34247 -0.19982
O -1.66061 1.43646 -1.02362
O 2.08797 0.43607 0.68038
O 0.20313 0.25000 -0.79413


Formula: C3H4N2O3
Source: OMol25
Level of theory: the ωB97M-V functional and the def2-TZVPD basis

Electronic energy (eV): -12292.4764
2S+1: 1
Lowest unoccupied orbital energy (eV): -1.59
Total charge: 0
Max |F| (hartree/bohr): 0.109
Energy above the lowest of the compared OMol25 structures with the same formula, charge and spin (eV): 6.519

Cartesian coordinates (Å):
C -1.62163 -1.30310 -1.14438
C 0.68509 -0.21700 -0.77345
C -0.57680 -0.94236 -0.30706
N -2.41493 -1.56783 -1.94011
N -0.21580 -1.95300 0.72279
O 0.81416 -1.80215 1.29990
O -0.99449 -2.85764 0.79670
O -1.43380 0.28984 0.82094
H 1.43235 -0.46455 -0.00768
H 0.40472 0.83987 -1.04058
H 0.98959 -0.65126 -1.84139
H -2.45230 0.11651 0.95168


Formula: C3H4N2O3
Source: OMol25
Level of theory: the ωB97M-V functional and the def2-TZVPD basis

Electronic energy (eV): -12294.6324
2S+1: 1
Lowest unoccupied orbital energy (eV): 0.29
Total charge: 0
Max |F| (hartree/bohr): 0.046
SMILES: [H]/N=c1\cc(O)on1O
Energy above the lowest of the compared OMol25 structures with the same formula, charge and spin (eV): 4.363

Cartesian coordinates (Å):
C -1.30608 -0.35513 0.11189
C -0.58573 0.80735 0.26025
C 0.74979 0.36778 0.16228
H -3.10459 0.26304 -0.09086
H -0.96497 1.83400 0.20484
H 1.78156 1.87572 -0.32342
H 2.19045 -0.97250 -0.55745
N 1.88618 0.86746 -0.11909
N 0.74546 -1.02907 0.53002
O -2.59555 -0.53816 -0.10100
O 1.75091 -1.70094 -0.04535
O -0.54741 -1.41954 -0.03212


Formula: C3H4N2OS
Source: OMol25
Level of theory: the ωB97M-V functional and the def2-TZVPD basis

Electronic energy (eV): -19037.6309
2S+1: 1
Lowest unoccupied orbital energy (eV): -0.69
Total charge: 0
Max |F| (hartree/bohr): 0.033
SMILES: [H]/N=C\N(C=O)C=S
Energy above the lowest of the compared OMol25 structures with the same formula, charge and spin (eV): 1.417

Cartesian coordinates (Å):
C 1.25302 0.01881 0.00732
C -0.62776 1.50247 -0.08522
C -0.98275 -0.93512 0.17145
H 1.39250 -1.88514 -0.37545
H 1.76000 0.94706 0.19196
H 0.18142 2.21778 -0.14112
H -0.41447 -1.76336 0.56976
N 1.93714 -1.04121 -0.18046
N -0.15075 0.17182 0.00995
O -1.78065 1.84515 -0.05713
S -2.56770 -1.07826 -0.11104


Formula: C3H4N2OS
Source: OMol25
Level of theory: the ωB97M-V functional and the def2-TZVPD basis

Electronic energy (eV): -19033.8461
2S+1: 1
Lowest unoccupied orbital energy (eV): -1.03
Total charge: 0
Max |F| (hartree/bohr): 0.089
Energy above the lowest of the compared OMol25 structures with the same formula, charge and spin (eV): 5.202

Cartesian coordinates (Å):
C 0.14235 0.89638 0.08314
C 1.51448 0.64196 0.43766
C -0.50876 -0.07034 -0.55858
N 1.93839 -0.56698 0.17616
N 0.98275 -1.39151 -0.14543
O -1.65796 -0.53524 -0.75804
S -3.01105 0.05451 0.34266
H -0.33678 1.84055 0.23455
H 2.11588 1.40885 0.90227
H 1.19466 -2.14856 -0.89659
H -4.05079 -0.62124 -0.31026


Formula: C3H4N2OS
Source: OMol25
Level of theory: the ωB97M-V functional and the def2-TZVPD basis

Electronic energy (eV): -19038.1304
2S+1: 1
Lowest unoccupied orbital energy (eV): 0.71
Total charge: 0
Max |F| (hartree/bohr): 0.024
SMILES: Oc1cc(S)[nH]n1
Energy above the lowest of the compared OMol25 structures with the same formula, charge and spin (eV): 0.918

Cartesian coordinates (Å):
C -1.16027 0.30135 -0.18911
C -0.20439 0.11200 0.83959
C 0.93055 -0.23921 0.16528
H -2.84142 0.71565 -0.92080
H -0.35599 0.19904 1.88633
H 2.29554 -0.48690 2.00093
H 1.24488 -0.44571 -1.92720
N 0.63130 -0.24990 -1.15615
N -0.65521 0.08831 -1.39689
O -2.44717 0.64932 -0.01276
S 2.56219 -0.64396 0.71078


Formula: C3H4N2OS
Source: OMol25
Level of theory: the ωB97M-V functional and the def2-TZVPD basis

Electronic energy (eV): -19035.0853
2S+1: 1
Lowest unoccupied orbital energy (eV): 0.37
Total charge: 0
Max |F| (hartree/bohr): 0.055
Energy above the lowest of the compared OMol25 structures with the same formula, charge and spin (eV): 3.963

Cartesian coordinates (Å):
C 2.00989 0.36891 -0.09776
C 0.78431 0.90988 -0.19044
C 2.39939 -1.05711 -0.09119
N 2.90659 -2.09006 -0.07066
N -2.46564 -1.44199 -0.28683
O -0.45883 0.42077 -0.09967
S -0.97840 -1.28152 0.07252
H 2.75637 1.20130 -0.26598
H 0.72183 1.95713 -0.40891
H -0.46215 -1.58446 -1.16896
H -3.13322 -1.34022 0.58080


Formula: C3H4N2OS
Source: OMol25
Level of theory: the ωB97M-V functional and the def2-TZVPD basis

Electronic energy (eV): -19036.7874
2S+1: 1
Lowest unoccupied orbital energy (eV): 0.72
Total charge: 0
Max |F| (hartree/bohr): 0.068
SMILES: Cn1ncoc1=S
Energy above the lowest of the compared OMol25 structures with the same formula, charge and spin (eV): 2.261

Cartesian coordinates (Å):
C 1.21092 -2.18448 -0.42102
C 1.97517 -0.03953 0.10018
C -0.21635 0.98492 -0.25983
N 0.22277 -1.41427 -0.58744
N 0.69676 -0.14320 -0.21505
O 2.41039 -1.71644 -0.09792
S 3.01177 1.04362 0.65718
H 1.15562 -3.30514 -0.68254
H -0.43103 1.42503 -1.28180
H -1.24862 0.75257 0.18687
H 0.17630 1.77820 0.26504


Formula: C3H4N2OS
Source: OMol25
Level of theory: the ωB97M-V functional and the def2-TZVPD basis

Electronic energy (eV): -19038.4702
2S+1: 1
Lowest unoccupied orbital energy (eV): 0.59
Total charge: 0
Max |F| (hartree/bohr): 0.022
SMILES: Nc1c[nH]c(=S)o1
Energy above the lowest of the compared OMol25 structures with the same formula, charge and spin (eV): 0.578

Cartesian coordinates (Å):
C 0.61476 -0.32038 -0.04896
C 0.34968 0.99725 -0.04060
C -1.59537 -0.17212 -0.05630
H 1.69153 -1.97960 0.34927
H 2.61156 -0.58345 0.14830
H 0.95913 1.86022 -0.02412
H -1.62698 1.88743 -0.02922
N 1.77940 -1.07643 -0.13822
N -1.05927 1.05689 -0.04893
O -0.53793 -1.03281 -0.06582
S -3.18651 -0.63702 -0.04540


Formula: C3H4N2OS2
Source: OMol25
Level of theory: the ωB97M-V functional and the def2-TZVPD basis

Electronic energy (eV): -29871.0691
2S+1: 1
Lowest unoccupied orbital energy (eV): 0.17
Total charge: 0
Max |F| (hartree/bohr): 0.111
SMILES: O=C1CN=C(NS)S1
Energy above the lowest of the compared OMol25 structures with the same formula, charge and spin (eV): 3.075

Cartesian coordinates (Å):
C -0.42747 0.30283 -0.07593
C 1.82115 0.72390 0.25496
C 1.60868 -0.83912 -0.12075
H -3.30476 -1.63240 -1.14765
H -2.33541 1.33578 0.08390
H 2.01016 0.74520 1.51109
H 2.72270 1.16936 -0.42023
N -1.87749 0.50363 -0.23854
N 0.43000 1.30916 -0.03649
O 2.50138 -1.60587 -0.21104
S -3.09419 -0.74390 0.13847
S -0.05475 -1.26856 0.26221


Formula: C3H4N2OS2
Source: OMol25
Level of theory: the ωB97M-V functional and the def2-TZVPD basis

Electronic energy (eV): -29869.4291
2S+1: 1
Lowest unoccupied orbital energy (eV): -0.29
Total charge: 0
Max |F| (hartree/bohr): 0.095
Energy above the lowest of the compared OMol25 structures with the same formula, charge and spin (eV): 4.715

Cartesian coordinates (Å):
C 1.16242 -0.29396 0.15331
C 0.61290 -1.50642 0.05271
C 0.07628 0.65510 0.26022
H 2.88028 1.54339 0.72339
H 1.14975 -2.49814 -0.06662
H -3.57861 0.27420 0.71279
H 0.65748 2.56475 0.20468
N -1.11662 -0.13577 0.39185
N -0.12941 1.95856 0.07164
O -0.73535 -1.50206 0.13976
S 2.83305 0.09380 -0.23184
S -2.68390 0.17147 -0.31405


Formula: C3H4N2OS2
Source: OMol25
Level of theory: the ωB97M-V functional and the def2-TZVPD basis

Electronic energy (eV): -29872.9062
2S+1: 1
Lowest unoccupied orbital energy (eV): 0.36
Total charge: 0
Max |F| (hartree/bohr): 0.115
SMILES: Cn1[nH]c(=S)sc1=O
Energy above the lowest of the compared OMol25 structures with the same formula, charge and spin (eV): 1.237

Cartesian coordinates (Å):
C 0.03338 0.15811 1.46476
C 2.01258 -0.21887 -0.17327
C -1.62905 0.03922 -0.40503
N 0.76657 0.00876 -0.71881
N -0.25673 0.24185 0.12253
O -0.70117 0.21429 2.41725
S 3.32472 -0.34911 -1.05202
S 1.80003 -0.11667 1.55385
H -1.76041 -1.08508 -0.57681
H -2.39283 0.39001 0.38883
H -1.79471 0.42605 -1.31063
H 0.59761 0.29143 -1.71066


Formula: C3H4N2S
Source: OMol25
Level of theory: the ωB97M-V functional and the def2-TZVPD basis

Electronic energy (eV): -16986.6880
2S+1: 1
Lowest unoccupied orbital energy (spin up / spin down) (eV): -1.43 / -0.85
Total charge: 0
Max |F| (hartree/bohr): 0.068
Energy above the lowest of the compared OMol25 structures with the same formula, charge and spin (eV): 4.803

Cartesian coordinates (Å):
C 0.46955 1.73137 -0.17598
C -0.80951 -2.01445 -0.73128
C 0.04742 -0.28812 0.90394
N -0.03458 1.14895 0.80969
N -0.21196 -1.06408 -0.29436
S 0.80798 0.92432 -1.63480
H 0.49285 2.93377 -0.20778
H -1.40159 -2.26262 -1.62534
H 1.17723 -0.48199 1.11011
H -0.53740 -0.62716 1.84579


Formula: C3H4N2S
Source: OMol25
Level of theory: the ωB97M-V functional and the def2-TZVPD basis

Electronic energy (eV): -16989.5559
2S+1: 1
Lowest unoccupied orbital energy (eV): 0.68
Total charge: 0
Max |F| (hartree/bohr): 0.142
SMILES: Sc1ncc[nH]1
Energy above the lowest of the compared OMol25 structures with the same formula, charge and spin (eV): 1.935

Cartesian coordinates (Å):
C -0.15670 -0.16179 -0.07068
C 1.89264 -0.61784 0.06057
C 1.85680 0.71027 -0.04804
H -2.12569 -1.30130 -0.19512
H 2.62145 -1.23629 0.18220
H 2.72395 1.31208 0.34182
H 0.04034 1.80325 0.28049
N 0.66452 -1.12118 -0.01982
N 0.47814 0.94665 -0.12492
S -2.05094 0.06626 0.04704


Formula: C3H4N2S
Source: OMol25
Level of theory: the ωB97M-V functional and the def2-TZVPD basis

Electronic energy (eV): -16984.0351
2S+1: 3
Lowest unoccupied orbital energy (spin up / spin down) (eV): 0.86 / -2.31
Total charge: 0
Max |F| (hartree/bohr): 0.113
Energy above the lowest of the compared OMol25 structures with the same formula, charge and spin (eV): 3.684

Cartesian coordinates (Å):
C 0.00031 -0.40133 -0.12292
C 1.07462 0.41501 0.04604
C 1.60625 -1.70794 0.87906
N -1.07371 0.65734 -0.71345
N 0.39911 -1.81062 0.42447
S 2.43456 -0.23530 0.71564
H -1.83339 0.33503 -1.36582
H 1.15804 1.33465 -0.33751
H 1.79846 -2.59056 1.36337
H -1.47732 0.92587 0.10729